1.
{"formula": "C5H10O", "method": "the ωB97M-V functional and the def2-TZVPD basis", "total_charge": 0, "lumo_ev": 1.04, "de_lowest_ev": 1.076, "orbital_gap_ev": 10.83, "smiles": "CCC1(O)CC1", "symbols": ["C", "C", "C", "O", "C", "C", "H", "H", "H", "H", "H", "H", "H", "H", "H", "H"], "positions_angstrom": [[-0.4363, -1.9226, 0.5980], [-0.1827, -0.9106, -0.5201], [-0.1790, 0.5212, -0.0159], [-1.3770, 0.9147, 0.5910], [1.0473, 1.1208, 0.5536], [0.5594, 1.5986, -0.7978], [-0.4626, -2.9477, 0.2112], [-1.3914, -1.7151, 1.0903], [0.3503, -1.8686, 1.3593], [-0.9540, -1.0158, -1.2986], [0.7789, -1.1125, -1.0077], [-1.8856, 1.1015, -0.2192], [0.9130, 1.8039, 1.3858], [1.9391, 0.5065, 0.5911], [0.1659, 2.6157, -0.8327], [1.1148, 1.3101, -1.6882]]}

2.
{"formula": "C16H36AlBrNO3P", "method": "the ωB97M-V functional and the def2-TZVPD basis", "total_charge": 0, "lumo_ev": -1.06, "orbital_gap_ev": 4.90, "symbols": ["C", "C", "C", "C", "C", "C", "C", "C", "C", "C", "Al", "C", "C", "O", "Br", "P", "C", "O", "H", "H", "H", "H", "H", "H", "H", "H", "H", "H", "H", "H", "H", "H", "H", "H", "H", "H", "H", "H", "H", "H", "H", "H", "H", "H", "H", "H", "C", "C", "O", "N", "C", "H", "H", "H", "H", "H", "H", "H", "H"], "positions_angstrom": [[-1.1340, -0.4258, 5.5590], [-1.3801, 0.1549, 4.1602], [-0.2034, 1.0618, 3.7370], [-0.6337, 2.5474, 3.6315], [-0.5803, 3.1385, 2.2201], [-1.7604, 2.7372, 1.3104], [-1.5927, 3.5041, -0.0127], [-2.5213, 3.1326, -1.1712], [-2.5405, 1.6673, -1.6422], [-1.4707, 1.3875, -2.7404], [-0.0344, 0.0411, -2.3141], [0.3075, -0.2849, -0.3155], [-0.3711, -1.4643, 0.2165], [0.1952, -2.3482, 0.6998], [-2.3153, -1.6550, 0.1030], [2.0007, 0.9574, -3.1438], [3.3891, 0.2638, -2.1009], [1.9193, 2.6177, -2.7401], [-0.1469, -0.8824, 5.5938], [-1.8616, -1.1989, 5.7867], [-1.1616, 0.3778, 6.2847], [-2.3048, 0.7154, 4.2102], [-1.5076, -0.6480, 3.4479], [0.5623, 1.0003, 4.5029], [0.2626, 0.7485, 2.8091], [0.1022, 3.1022, 4.2153], [-1.5819, 2.7218, 4.1273], [-0.6277, 4.2216, 2.3149], [0.3273, 2.7868, 1.7360], [-2.7101, 2.9860, 1.7805], [-1.7319, 1.6556, 1.1961], [-1.7916, 4.5420, 0.2494], [-0.5422, 3.4400, -0.2886], [-3.5277, 3.5007, -0.9954], [-2.1623, 3.6914, -2.0334], [-3.5154, 1.5244, -2.1060], [-2.5026, 0.9623, -0.8197], [-1.9632, 1.0375, -3.6465], [-0.9939, 2.3257, -3.0175], [-0.3213, -1.3889, -3.0390], [1.3679, -0.4969, -0.2241], [0.1324, 0.6138, 0.2665], [4.3389, 0.5048, -2.5687], [3.4380, 0.7001, -1.0987], [3.2833, -0.8056, -2.0045], [2.3659, 2.7465, -1.8919], [0.5884, -3.9698, -3.3514], [1.9370, -3.5095, -2.9366], [2.5118, -2.5579, -3.3307], [2.6982, -4.2475, -1.8519], [2.2209, -5.5681, -1.3656], [0.2745, -3.3724, -4.2011], [0.6066, -5.0240, -3.6393], [-0.1195, -3.8220, -2.5315], [2.7703, -3.5581, -1.0925], [3.6613, -4.2603, -2.2004], [1.2306, -5.4463, -0.9376], [2.9134, -5.9189, -0.6053], [2.2059, -6.2629, -2.1996]]}

3.
{"formula": "C28H56O17S4", "method": "the ωB97M-V functional and the def2-TZVPD basis", "total_charge": 0, "lumo_ev": 0.13, "orbital_gap_ev": 10.11, "smiles": "O=S1(=O)CCCC1.O=S1(=O)CCCC1.O=S1(=O)CCCC1.O=S1(=O)CCCC1.CCOC(=O)OC.CCOC(=O)OC.CCOC(=O)OC", "symbols": ["C", "C", "O", "C", "O", "O", "C", "H", "H", "H", "H", "H", "H", "H", "H", "C", "C", "O", "C", "O", "O", "C", "H", "H", "H", "H", "H", "H", "H", "H", "C", "C", "O", "C", "O", "O", "C", "H", "H", "H", "H", "H", "H", "H", "H", "C", "C", "C", "S", "O", "O", "C", "H", "H", "H", "H", "H", "H", "H", "H", "C", "C", "C", "S", "O", "O", "C", "H", "H", "H", "H", "H", "H", "H", "H", "C", "C", "C", "S", "O", "O", "C", "H", "H", "H", "H", "H", "H", "H", "H", "C", "C", "C", "S", "O", "O", "C", "H", "H", "H", "H", "H", "H", "H", "H"], "positions_angstrom": [[17.5654, -15.2408, 12.2978], [16.3407, -14.6175, 11.6107], [16.5189, -13.2184, 11.5200], [15.9560, -12.4213, 12.3976], [15.0990, -12.7684, 13.1734], [16.3941, -11.1940, 12.2073], [15.9779, -10.1603, 13.0857], [17.5466, -16.3238, 12.1865], [17.6397, -14.8947, 13.3253], [18.4464, -14.9086, 11.7420], [15.4749, -14.8800, 12.2179], [16.2006, -15.0489, 10.6234], [15.4892, -9.4241, 12.4540], [16.7274, -9.7156, 13.7302], [15.1929, -10.5355, 13.7493], [16.9903, -1.4083, 13.4046], [18.0859, -2.4056, 13.0970], [17.9108, -2.8713, 11.7467], [18.8856, -3.4169, 11.0873], [19.9307, -3.8307, 11.5393], [18.5625, -3.4750, 9.7992], [19.3693, -4.2753, 8.9503], [17.0386, -0.5571, 12.7254], [17.1077, -1.0526, 14.4252], [16.0299, -1.9017, 13.2425], [18.1673, -3.2522, 13.7671], [19.0498, -1.8900, 13.1416], [19.0493, -4.1307, 7.9191], [19.2138, -5.3423, 9.1162], [20.4094, -3.9827, 9.0635], [12.6048, -9.4539, 11.2413], [13.0673, -10.8010, 10.7406], [14.2338, -10.7184, 9.9046], [14.6505, -11.8215, 9.3187], [14.1181, -12.8963, 9.4455], [15.7396, -11.5514, 8.6161], [16.2281, -12.6328, 7.7967], [13.3492, -8.9804, 11.8796], [11.8340, -9.7342, 11.9682], [12.1349, -8.8374, 10.4801], [12.2775, -11.2928, 10.1721], [13.3868, -11.4062, 11.5935], [16.5739, -13.4288, 8.4481], [16.9327, -12.1915, 7.1008], [15.3801, -12.9565, 7.1881], [18.9946, -11.4046, 16.2960], [17.8664, -10.3398, 16.3246], [18.4631, -9.0322, 15.8023], [20.2333, -8.9913, 16.3760], [20.4354, -8.1740, 17.5638], [21.0159, -8.8508, 15.1700], [20.2174, -10.7510, 16.9242], [19.2078, -11.5203, 15.2263], [18.7456, -12.4054, 16.6379], [17.6236, -10.2094, 17.3829], [16.9625, -10.6521, 15.8084], [17.8141, -8.1635, 15.9146], [18.6238, -8.9964, 14.7206], [20.2369, -10.7623, 18.0128], [21.1438, -11.2199, 16.5924], [13.3633, -5.6980, 12.8613], [14.2154, -5.2219, 11.6984], [15.6241, -5.7605, 11.8845], [15.8348, -5.8436, 13.7617], [16.6875, -4.7948, 14.2776], [16.0131, -7.2448, 14.1190], [14.1408, -5.3717, 14.1027], [13.2138, -6.7835, 12.8459], [12.3850, -5.2192, 12.9102], [14.2477, -4.1279, 11.6467], [13.7060, -5.4450, 10.7564], [16.4057, -5.1663, 11.4184], [15.7368, -6.8084, 11.6061], [14.1782, -4.2789, 14.1351], [13.8250, -5.8568, 15.0218], [16.3853, -3.0271, 5.8350], [16.0127, -4.3364, 6.5487], [15.3114, -3.9838, 7.9083], [15.4543, -2.1698, 8.1120], [15.7283, -1.8886, 9.5227], [14.3251, -1.5624, 7.4328], [16.8521, -2.0724, 6.9284], [15.4694, -2.7166, 5.3349], [17.1509, -3.1724, 5.0742], [16.8053, -5.0102, 6.8759], [15.3512, -4.9533, 5.9415], [15.8703, -4.3672, 8.7606], [14.2696, -4.2822, 7.9856], [17.7557, -2.4386, 7.4088], [17.0145, -1.0752, 6.5244], [12.7447, -0.2148, 10.8415], [12.1055, -1.6026, 10.7878], [11.2867, -1.7047, 12.0692], [12.2690, -0.8684, 13.3674], [13.1096, -1.9156, 13.8672], [11.5641, -0.0170, 14.3045], [13.3124, 0.0855, 12.2229], [12.0404, 0.5926, 10.5977], [13.4870, -0.0020, 10.0677], [12.8329, -2.4088, 10.6912], [11.4468, -1.6831, 9.9245], [11.1609, -2.6918, 12.5077], [10.3332, -1.2009, 11.9125], [14.3097, -0.3626, 12.2050], [13.4577, 1.1020, 12.5772]]}

4.
{"formula": "C26H20AsN2O3PReS6", "method": "the ωB97M-V functional and the def2-TZVPD basis", "total_charge": 1, "lumo_ev": -5.37, "de_lowest_ev": 0.245, "orbital_gap_ev": 5.52, "symbols": ["Re", "O", "C", "C", "C", "C", "C", "C", "C", "O", "N", "N", "C", "C", "C", "C", "C", "C", "C", "O", "H", "H", "H", "H", "H", "H", "H", "H", "H", "H", "S", "As", "S", "S", "S", "S", "P", "S", "C", "C", "C", "C", "C", "C", "C", "C", "C", "C", "C", "C", "H", "H", "H", "H", "H", "H", "H", "H", "H", "H"], "positions_angstrom": [[-0.2843, -0.0745, 0.7238], [-2.2861, 4.8754, -0.7177], [-3.1377, 3.9719, -1.2497], [-4.3117, 4.4687, -1.8039], [-5.2063, 3.6168, -2.4172], [-4.9651, 2.2429, -2.4861], [-3.8298, 1.7385, -1.8996], [-2.9057, 2.5868, -1.2676], [-1.7259, 1.9973, -0.6523], [-1.7551, 0.6767, -0.3591], [-0.6793, 2.7010, -0.4231], [0.3023, 1.8270, 0.0918], [1.4907, 2.3038, 0.1275], [2.6729, 1.5043, 0.3090], [3.9165, 2.1442, 0.4558], [5.0743, 1.4099, 0.5267], [5.0048, 0.0187, 0.3930], [3.7915, -0.6185, 0.2055], [2.6279, 0.1259, 0.1943], [1.4305, -0.5524, 0.0625], [-1.4724, 4.4160, -0.4604], [-4.4801, 5.5377, -1.7624], [-6.1047, 4.0274, -2.8628], [-5.6585, 1.5846, -2.9926], [-3.6157, 0.6752, -1.9393], [1.5896, 3.3598, -0.1046], [3.9464, 3.2285, 0.5082], [6.0310, 1.9020, 0.6640], [5.9139, -0.5702, 0.4265], [3.7281, -1.6920, 0.0766], [1.9158, -2.7542, 2.3309], [0.0413, -2.8093, 3.5005], [0.3606, 0.5577, 2.7280], [0.1117, -2.5793, 1.2567], [-0.1243, -0.7063, 4.2593], [-2.2315, -2.5293, -1.1514], [-3.3105, -2.0856, 0.3887], [-2.2078, -0.9638, 1.8232], [-4.8179, -1.1691, 0.0530], [-5.3141, -0.2109, 0.9405], [-6.5676, 0.3509, 0.7240], [-7.3214, -0.0406, -0.3741], [-6.8252, -0.9847, -1.2672], [-5.5742, -1.5539, -1.0565], [-3.8509, -3.4848, 1.3889], [-5.1008, -3.5085, 2.0110], [-5.4086, -4.5287, 2.9125], [-4.4758, -5.5112, 3.1995], [-3.2432, -5.5113, 2.5510], [-2.9333, -4.5074, 1.6472], [-4.7267, 0.0958, 1.7988], [-6.9528, 1.0965, 1.4128], [-8.3011, 0.3957, -0.5394], [-7.4173, -1.2864, -2.1253], [-5.1845, -2.2961, -1.7453], [-5.8368, -2.7437, 1.7951], [-6.3795, -4.5462, 3.3929], [-4.7099, -6.2872, 3.9207], [-2.5287, -6.2997, 2.7490], [-1.9972, -4.5302, 1.0998]]}

| no. | DFT total energy (a.u.) |
| --- | --- |
| 1 | -271.713072 |
| 2 | -4069.420105 |
| 3 | -3972.257558 |
| 4 | -6382.457515 |